Record 1
{"formula": "C28H21Br4CaClN4O8S3Se", "method": "ωB97M-V with the def2-TZVPD basis set", "e_lumo_ev": 3.077, "e_above_lowest_kj_mol": 0.0, "homo_ev": -2.30, "total_charge": -2, "symbols": ["Ca", "O", "Cl", "O", "O", "O", "O", "S", "C", "C", "C", "C", "S", "O", "C", "C", "C", "C", "C", "C", "C", "C", "C", "C", "C", "C", "H", "H", "H", "H", "H", "H", "H", "H", "H", "H", "H", "H", "H", "H", "H", "H", "H", "H", "Br", "C", "C", "Br", "C", "Br", "C", "O", "C", "O", "C", "Br", "Se", "N", "C", "C", "C", "C", "N", "C", "N", "H", "H", "H", "S", "C", "N"], "positions_angstrom": [[1.1455, 0.2769, 1.4642], [-0.4694, -3.2421, 2.4261], [0.4963, -2.3927, 3.0704], [0.7846, -2.8748, 4.3857], [-0.0590, -1.0333, 3.1583], [1.7066, -2.2957, 2.2817], [0.2210, -1.3204, -0.0786], [1.0052, -1.8778, -1.2354], [0.5267, -0.8625, -2.6784], [-0.8314, -0.1994, -2.4740], [-0.6428, 1.2703, -2.1055], [-1.8718, 1.9766, -1.5696], [-2.1546, 1.6693, 0.2020], [-0.8135, 1.3102, 0.7792], [-3.0824, 0.1322, 0.1403], [-4.2655, 0.0555, -0.5882], [-4.9994, -1.1203, -0.5433], [-4.5747, -2.1883, 0.2392], [-3.4141, -2.0795, 0.9908], [-2.6599, -0.9134, 0.9450], [0.0816, -3.3489, -1.6999], [0.5009, -4.1160, -2.7810], [-0.2032, -5.2603, -3.1168], [-1.3109, -5.6395, -2.3655], [-1.7037, -4.8796, -1.2747], [-1.0022, -3.7302, -0.9311], [0.5746, -1.5234, -3.5438], [1.3281, -0.1290, -2.7486], [-1.3773, -0.7141, -1.6804], [-1.4357, -0.2875, -3.3809], [-0.2982, 1.8188, -2.9877], [0.1626, 1.3492, -1.3716], [-2.8004, 1.7417, -2.0878], [-1.7559, 3.0614, -1.6085], [-4.6208, 0.9102, -1.1542], [-5.9154, -1.1939, -1.1169], [-5.1572, -3.1018, 0.2696], [-3.0691, -2.8969, 1.6124], [-1.7521, -0.8332, 1.5254], [1.3752, -3.8196, -3.3503], [0.1132, -5.8623, -3.9597], [-1.8593, -6.5359, -2.6285], [-2.5574, -5.1792, -0.6796], [-1.2674, -3.1326, -0.0703], [7.3430, -0.0490, -2.3611], [6.0942, 0.2079, -0.9545], [6.5229, 0.3917, 0.3427], [8.3729, 0.3995, 0.7634], [5.5710, 0.5694, 1.3633], [6.0853, 0.8392, 3.1720], [4.1984, 0.5679, 1.1223], [3.3024, 0.7016, 2.0415], [3.7391, 0.3975, -0.2515], [2.4593, 0.4032, -0.4572], [4.7123, 0.2106, -1.2319], [4.0803, -0.0170, -3.0130], [-2.5138, 4.3189, 3.1855], [-1.2657, 5.5642, 3.0978], [-0.1204, 4.9149, 2.9714], [1.1601, 5.5343, 2.8723], [2.2371, 4.7243, 2.7750], [2.0712, 3.2982, 2.7342], [0.9255, 2.6820, 2.7997], [-0.1902, 3.4723, 2.9523], [-1.4002, 2.9623, 3.1022], [1.2313, 6.6144, 2.8784], [3.2404, 5.1214, 2.6992], [2.9405, 2.6575, 2.6126], [-3.5394, 5.3200, -0.3750], [-4.3845, 4.0494, -1.0253], [-4.9703, 3.1554, -1.4958]], "mulliken_charge": [1.833, -0.629, 1.926, -0.741, -0.782, -0.680, -0.026, 0.541, -0.628, 0.013, -0.415, -1.034, 0.107, -0.245, 0.116, -0.261, -0.752, -0.447, -0.573, -0.475, 0.525, -0.541, -0.644, -0.510, -0.640, -0.278, 0.650, 0.217, -0.343, 0.441, 0.547, -0.024, 0.542, 0.355, 0.297, 0.413, 0.397, 0.449, 0.844, 0.485, 0.367, 0.361, 0.411, 0.041, -0.239, 0.190, 0.096, -0.242, -0.007, -0.205, 0.477, -1.191, -0.356, -0.253, -0.289, -0.161, 0.286, -0.823, 0.677, -0.455, -0.785, -0.457, -0.302, 0.622, -0.544, 0.443, 0.411, 0.811, -0.506, 0.327, -0.736]}

***

Record 2
{"formula": "C28H21BrCl3IN4O2Zn", "method": "ωB97M-V with the def2-TZVPD basis set", "e_lumo_ev": 0.180, "homo_ev": -7.51, "symbols": ["Zn", "Cl", "C", "C", "C", "Cl", "C", "O", "C", "Cl", "C", "H", "H", "C", "C", "C", "C", "N", "C", "C", "C", "C", "C", "C", "C", "H", "H", "H", "H", "H", "H", "H", "H", "Br", "C", "C", "C", "C", "C", "C", "I", "H", "H", "H", "H", "C", "N", "C", "C", "C", "N", "C", "O", "N", "H", "H", "H", "H", "H", "H", "H"], "positions_angstrom": [[-0.5835, 0.3909, -0.9771], [-7.0735, -2.8155, -1.7958], [-5.3960, -2.3557, -1.7360], [-5.0412, -1.1168, -1.2461], [-3.7013, -0.7752, -1.2077], [-3.2620, 0.7994, -0.5997], [-2.6525, -1.6147, -1.6421], [-1.3912, -1.2975, -1.6001], [-3.0939, -2.8690, -2.1339], [-1.8988, -3.9841, -2.7047], [-4.4237, -3.2357, -2.1827], [-5.7935, -0.4224, -0.8975], [-4.6964, -4.2076, -2.5700], [-1.4071, -0.7414, 3.3488], [-0.1593, -0.4688, 3.8879], [0.8630, -0.0486, 3.0567], [0.6334, 0.0879, 1.6848], [-0.6034, -0.1088, 1.1942], [-1.5811, -0.5254, 1.9945], [1.7102, 0.4138, 0.7054], [3.0434, 0.4881, 1.1234], [4.0506, 0.7480, 0.2105], [3.7294, 0.9302, -1.1288], [2.4058, 0.8427, -1.5413], [1.3670, 0.5763, -0.6493], [-2.2249, -1.1023, 3.9571], [0.0194, -0.5897, 4.9499], [1.8375, 0.1601, 3.4743], [-2.5436, -0.6968, 1.5286], [3.3193, 0.3185, 2.1578], [5.0814, 0.7955, 0.5392], [4.5149, 1.1269, -1.8498], [2.1813, 0.9724, -2.5956], [3.1605, -5.4339, -1.7193], [3.3897, -4.6500, -0.0104], [4.5263, -5.0020, 0.7052], [4.7550, -4.4539, 1.9569], [3.8396, -3.5616, 2.4953], [2.7044, -3.2193, 1.7791], [2.4651, -3.7514, 0.5148], [0.7521, -3.1261, -0.5120], [5.2259, -5.7075, 0.2774], [5.6472, -4.7278, 2.5062], [4.0080, -3.1300, 3.4747], [1.9815, -2.5322, 2.2012], [-2.0055, 4.4396, -3.5558], [-1.5483, 4.3699, -2.1699], [-1.4583, 5.4660, -1.3841], [-1.0482, 5.3926, -0.0994], [-0.7472, 4.0875, 0.3974], [-0.8673, 3.0149, -0.3569], [-1.1997, 3.1130, -1.6581], [-1.2519, 2.1344, -2.4065], [-0.3568, 3.8990, 1.6696], [-2.0258, 5.4793, -3.8722], [-3.0012, 4.0076, -3.6477], [-1.3315, 3.8689, -4.1873], [-1.7282, 6.4065, -1.8457], [-0.9674, 6.2766, 0.5149], [-0.1298, 4.6807, 2.2549], [-0.0181, 2.9844, 1.9232]], "nbo_charge": [1.623, -0.011, -0.073, -0.235, -0.144, -0.017, 0.387, -0.911, -0.119, 0.020, -0.231, 0.234, 0.239, -0.264, -0.154, -0.268, 0.224, -0.547, 0.067, -0.163, -0.193, -0.235, -0.220, -0.180, -0.561, 0.225, 0.219, 0.220, 0.211, 0.195, 0.209, 0.207, 0.195, 0.069, -0.126, -0.228, -0.213, -0.221, -0.171, -0.224, 0.243, 0.228, 0.216, 0.211, 0.210, -0.401, -0.396, 0.117, -0.384, 0.469, -0.601, 0.766, -0.690, -0.755, 0.204, 0.220, 0.238, 0.218, 0.232, 0.399, 0.420]}

***

Record 3
{"formula": "C28H21BrN4O2Sn", "method": "ωB97M-V with the def2-TZVPD basis set", "e_lumo_ev": [-8.387, -7.561], "e_above_lowest_kj_mol": 191.3, "homo_ev": [-14.80, -14.73], "total_charge": 2, "symbols": ["Sn", "N", "C", "C", "C", "C", "C", "C", "C", "C", "N", "C", "H", "H", "H", "H", "H", "H", "H", "H", "Br", "C", "C", "C", "C", "C", "N", "C", "O", "O", "H", "H", "H", "N", "C", "C", "C", "C", "C", "C", "C", "C", "C", "C", "C", "C", "C", "H", "H", "H", "H", "H", "H", "H", "H", "H", "H"], "positions_angstrom": [[0.2583, 1.5506, -1.9822], [2.5935, 1.6351, -1.5849], [2.8614, 1.4124, -0.1811], [4.0644, 0.9763, 0.2922], [4.2803, 0.8672, 1.6836], [3.3027, 1.2263, 2.5667], [2.0360, 1.6479, 2.0956], [0.9774, 2.0379, 2.9453], [-0.2221, 2.4165, 2.4077], [-0.3920, 2.3474, 1.0207], [0.5773, 1.9921, 0.1991], [1.8050, 1.6938, 0.7098], [3.2222, 1.0992, -2.1780], [2.7451, 2.6203, -1.8163], [4.8708, 0.7467, -0.3942], [5.2436, 0.5316, 2.0409], [3.4818, 1.1966, 3.6335], [1.1300, 2.0358, 4.0174], [-1.0480, 2.7328, 3.0277], [-1.3546, 2.5734, 0.5785], [-2.4715, -0.9473, -2.6068], [-2.9679, 0.8266, -2.2310], [-4.3063, 1.1640, -2.2019], [-4.6458, 2.4885, -1.9838], [-3.6477, 3.4424, -1.8300], [-2.3375, 3.0307, -1.8741], [-1.9934, 1.7272, -2.0399], [-1.2100, 4.0632, -1.7931], [-1.5024, 5.2104, -1.6702], [0.0039, 3.5690, -1.8958], [-5.0582, 0.4046, -2.3571], [-5.6876, 2.7806, -1.9595], [-3.8667, 4.4920, -1.6981], [0.3323, -0.4821, -1.0033], [0.1572, -1.5784, -0.4099], [-0.1909, -1.5168, 1.0417], [0.6359, -2.1545, 1.9639], [0.3128, -2.1017, 3.3101], [-0.8375, -1.4401, 3.7273], [-1.6657, -0.8217, 2.8012], [-1.3321, -0.8382, 1.4552], [0.3189, -2.8798, -1.0787], [-0.4440, -3.9667, -0.6489], [-0.3310, -5.1792, -1.3081], [0.5514, -5.3119, -2.3724], [1.3207, -4.2322, -2.7931], [1.2010, -3.0124, -2.1544], [1.5094, -2.7000, 1.6294], [0.9500, -2.5923, 4.0334], [-1.0920, -1.4159, 4.7785], [-2.5764, -0.3354, 3.1259], [-1.9751, -0.3683, 0.7186], [-1.1217, -3.8612, 0.1885], [-0.9271, -6.0227, -0.9885], [0.6485, -6.2660, -2.8728], [2.0092, -4.3458, -3.6191], [1.8040, -2.1685, -2.4654]], "nbo_charge": [1.830, -0.827, 0.096, -0.171, -0.175, -0.167, -0.007, -0.073, -0.252, 0.120, -0.548, 0.134, 0.431, 0.429, 0.242, 0.252, 0.245, 0.248, 0.257, 0.213, 0.160, 0.156, -0.247, -0.081, -0.191, 0.100, -0.588, 0.743, -0.503, -0.812, 0.269, 0.260, 0.284, -0.461, 0.420, -0.165, -0.138, -0.206, -0.175, -0.195, -0.205, -0.188, -0.166, -0.196, -0.142, -0.217, -0.120, 0.230, 0.241, 0.241, 0.234, 0.215, 0.235, 0.242, 0.242, 0.239, 0.204]}

***

Max |F| list, top to bottom, in eV Å⁻¹: 0.2 0.5 0.7